Here is 9 unconnected molecules or ions with the total composition C18H54N6O9 in a non-equilibrium geometry from the Open Molecules 2025 dataset. Energies are from ωB97M-V with the def2-TZVPD basis set.

The SMILES is NC(N)=O.NC(N)=O.NC(N)=O.CC(C)O.CC(C)O.CC(C)O.CC(C)O.CC(C)O.O. The calculation puts the largest force on an atom at 8.06 eV/Å. As for the HOMO-LUMO gap: 8.5 eV. Its LUMO energy is 0.023 eV. The calculation puts the energy above the lowest of the compared OMol25 structures with the same formula, charge and spin at 57.6 kcal/mol. For the highest occupied orbital energy, the calculation gives -8.5 eV.

CARTESIAN COORDINATES (ANGSTROEM)
O 3.66003 -1.97857 2.32433
O 2.11171 -2.92372 -2.09284
O -3.24636 0.49030 -3.53473
O -4.25020 0.64287 1.62422
O -0.00703 0.73588 3.74646
O 0.13439 -1.37607 -0.12586
O -0.63502 3.60100 -1.29212
O 2.09387 2.84919 -1.61399
O -1.39866 -6.44211 -0.51443
N -1.56937 -1.00579 -1.56210
N 2.73789 -0.81466 4.08799
N -1.49491 0.02628 2.27003
N 1.77657 -0.79450 2.16456
N -0.18810 0.52846 -1.09625
N -2.23596 1.22295 3.67408
C 4.06294 -2.30307 -3.53324
C 3.91120 -1.53360 -1.15652
C -1.13975 0.75820 3.26206
C -1.49340 5.74517 -0.46635
C -0.39375 -6.09440 0.41910
C 2.84829 -1.17823 2.81732
C 0.96039 -6.54070 -0.09149
C -1.00681 3.67964 1.08467
C -4.23945 0.98457 0.28507
C 2.66234 1.55452 0.19697
C -4.99373 2.31737 0.05812
C 3.90912 3.69955 -0.22706
C -4.81663 -0.19056 -0.51819
C -0.47093 -0.69613 -0.92487
C 3.21797 2.50311 -0.82840
C -0.65269 4.47482 -0.18735
C 3.08876 -1.84552 -2.33692
C -0.56253 -4.60461 0.81120
H 2.53038 -1.01072 -2.76052
H 4.99130 3.62347 -0.12126
H 0.22122 3.17900 -1.19032
H -3.20932 1.21918 0.01692
H -2.47522 0.04856 2.02796
H -0.30554 -3.89106 0.02831
H -1.47428 -7.39486 -0.42405
H 0.71781 0.82342 -0.76093
H -0.80041 -0.50399 1.76350
H 3.25415 -1.49118 -0.28785
H -4.43021 3.22971 0.25349
H 2.03314 -0.14549 4.36301
H 1.05298 -0.30401 2.67047
H 5.06626 -1.87980 -3.48531
H 1.29078 -5.80788 -0.82765
H -1.91992 -1.93698 -1.38853
H -0.57853 -6.72158 1.29123
H -2.56507 5.60536 -0.60802
H 0.95488 -7.51139 -0.58729
H -5.88806 -0.21809 -0.31980
H -1.12949 4.42335 1.87204
H 3.40376 -1.22784 4.72516
H 1.60655 -1.00595 1.19168
H -5.13045 2.36137 -1.02237
H 2.23387 0.67322 -0.28032
H 3.92470 1.96149 -1.45710
H 4.48922 -2.44178 -0.98563
H -4.40933 -1.18002 -0.31043
H 1.67650 -6.60254 0.72795
H -4.81556 0.05011 -1.58129
H 4.52268 -0.63242 -1.20201
H -5.16884 0.40265 1.76561
H 4.25431 -3.35007 -3.29818
H -0.31723 2.90117 1.41112
H -1.99448 3.21913 1.06154
H 1.99241 2.13939 0.82722
H -2.94484 1.05881 2.97362
H -1.39148 6.48467 0.32791
H 3.45297 1.22639 0.87176
H 0.38029 4.82044 -0.14713
H -1.08356 6.38490 -1.24793
H -2.64157 0.23715 -4.23213
H -2.45744 1.78766 4.48163
H 3.63767 3.94705 0.79918
H -1.60148 -4.30604 0.95101
H 2.49241 3.25015 -2.38988
H 3.69304 -2.12735 -4.54339
H 3.66666 4.58631 -0.81270
H 1.69021 -2.72870 -1.25266
H -0.66816 0.93286 -1.88751
H -5.98094 2.30352 0.52000
H -4.07571 0.65366 -3.98385
H -0.07511 -4.35321 1.75318
H -2.07813 -0.25284 -2.00291

Here is 9 unconnected molecules or ions with the total composition C18H54O18 in a non-equilibrium geometry from the Open Molecules 2025 dataset. Energies are from ωB97M-V with the def2-TZVPD basis set.

The SMILES is OCCO.OCCO.OCCO.OCCO.OCCO.OCCO.OCCO.OCCO.OCCO. The calculation puts the largest force on an atom at 5.53 eV/Å. As for the HOMO-LUMO gap: 10.0 eV. Its LUMO energy is 0.157 eV. The calculation puts the energy above the lowest of the compared OMol25 structures with the same formula, charge and spin at 150.8 kcal/mol. For the highest occupied orbital energy, the calculation gives -9.8 eV.

CARTESIAN COORDINATES (ANGSTROEM)
O 10.97712 13.03250 21.22658
O 12.48332 24.48551 20.50805
O 10.27405 16.04511 20.62631
O 9.47236 18.95251 12.65892
O 8.36711 21.19804 14.30355
O 3.14542 19.00427 13.23490
O 13.73011 21.67759 20.09703
O 9.77507 14.22151 6.71541
O 10.81273 13.87958 4.14276
O 1.53696 16.63164 13.82433
O 12.09849 27.99451 16.46413
O 2.08813 27.10004 19.08529
O 9.68721 28.28543 18.04042
O 4.36036 24.16965 8.57477
O 13.99811 17.79442 8.61603
O 5.34471 25.31720 11.26927
O 3.09940 24.68031 17.92442
O 12.16653 18.82614 6.77383
C 11.34567 14.19653 21.99947
C 6.16202 24.94552 10.19838
C 9.63632 20.68578 14.40482
C 11.95162 23.19017 20.79258
C 12.98246 22.09395 21.17112
C 5.50600 23.83290 9.38883
C 9.73275 28.31171 16.64403
C 9.49869 13.03721 5.93461
C 0.96341 17.99235 13.49714
C 13.61302 19.01746 6.57330
C 1.86621 18.95257 12.66972
C 14.47604 17.89616 7.26840
C 10.29032 19.95350 13.17497
C 10.27364 15.37233 21.91377
C 10.57447 12.71091 4.84899
C 11.10908 28.94324 16.23995
C 3.81297 25.57394 18.80868
C 2.85227 26.13665 19.73956
H 3.47853 18.10548 13.28802
H 11.56320 12.42491 5.20773
H 10.31197 21.33797 14.95822
H 13.87917 20.73701 19.97582
H 11.37449 22.90417 19.91324
H 9.37589 19.85711 15.06328
H 11.45583 29.79148 16.83018
H 4.38727 26.36535 18.32704
H 10.54588 14.66073 6.34860
H 5.29626 23.09845 10.16645
H 1.49101 16.45049 14.76596
H 6.36170 25.79179 9.54107
H 10.28215 12.02272 4.05587
H 3.66051 23.92764 17.72379
H 11.96931 27.76365 17.38697
H 2.32607 25.24738 20.08656
H 11.38394 23.47846 21.67729
H 13.83060 20.06404 6.78642
H 3.21757 26.57621 20.66769
H 1.90369 26.68728 18.23841
H 7.18457 24.73514 10.51179
H 5.37690 24.54744 11.84202
H 0.02516 17.81383 12.97186
H 11.60191 19.51320 6.41224
H 12.38560 14.50349 21.88804
H 8.97881 29.08967 16.52380
H 10.16182 27.55149 18.43752
H 7.80340 20.42252 14.25464
H 11.29046 19.54596 13.32240
H 3.72540 24.64909 9.11195
H 1.40976 19.78282 12.13080
H 2.15894 18.22175 11.91586
H 13.69582 22.68923 21.74108
H 10.64006 16.18796 22.53714
H 11.16912 29.24378 15.19393
H 10.39889 20.76841 12.45926
H 13.72097 18.97036 5.48968
H 13.04672 17.87696 8.51784
H 9.51354 15.78445 20.10164
H 9.33949 12.18514 6.59546
H 9.55731 18.72778 11.72947
H 8.56611 13.17884 5.38841
H 15.53983 18.13363 7.27571
H 0.59907 18.54476 14.36327
H 14.48424 16.92510 6.77335
H 4.59620 24.98599 19.28718
H 11.23589 13.90821 23.04490
H 13.43043 24.36271 20.41057
H 12.60337 21.20268 21.67115
H 9.34478 15.18059 22.45094
H 6.22025 23.47728 8.64622
H 10.03051 14.42832 4.04977
H 9.68599 27.29522 16.25330
H 10.95800 13.19173 20.28007

Here is 9 unconnected molecules or ions with the total composition C18H54O9 in a non-equilibrium geometry from the Open Molecules 2025 dataset. Energies are from ωB97M-V with the def2-TZVPD basis set.

The SMILES is CCO.CCO.CCO.CCO.CCO.CCO.CCO.CCO.CCO. The calculation puts the largest force on an atom at 1.41 eV/Å. As for the HOMO-LUMO gap: 9.8 eV. Its LUMO energy is 0.427 eV. The calculation puts the energy above the lowest of the compared OMol25 structures with the same formula, charge and spin at 40.7 kcal/mol. For the highest occupied orbital energy, the calculation gives -9.3 eV.

CARTESIAN COORDINATES (ANGSTROEM)
O 10.58678 -19.97907 -19.96291
O 8.18283 -18.71882 -19.19986
O 16.74282 -22.45001 -17.60324
O 15.22806 -20.50181 -20.58205
O 17.67179 -21.66890 -20.20502
O 13.21449 -20.17304 -18.84802
O 16.94959 -18.69815 -13.95476
O 17.65651 -21.05635 -15.27745
O 19.69248 -13.95820 -16.63953
C 14.91194 -23.43115 -16.40371
C 8.42296 -17.29314 -19.31923
C 9.74188 -16.95821 -18.66944
C 13.43593 -19.08320 -17.91262
C 17.74041 -17.58583 -14.34587
C 15.62460 -23.32149 -17.73833
C 18.27822 -21.77044 -13.10324
C 14.85331 -19.16885 -17.43414
C 17.35131 -14.60659 -16.60443
C 15.94769 -20.10374 -22.82589
C 10.08104 -21.31172 -19.81500
C 14.79789 -20.46228 -21.92681
C 17.72232 -22.95704 -20.83957
C 18.18019 -22.15102 -14.55344
C 18.54910 -14.11433 -15.79627
C 19.03536 -17.50188 -13.57846
C 11.17930 -22.29636 -20.11487
C 19.07353 -23.54657 -20.62414
H 15.64611 -20.20297 -23.86610
H 10.56421 -17.33126 -19.28024
H 15.58634 -23.79980 -15.63468
H 16.98717 -22.16364 -18.50216
H 14.92963 -22.91528 -18.48287
H 16.79658 -21.26430 -20.40033
H 18.80973 -20.83099 -12.96268
H 17.43968 -21.32591 -16.18550
H 14.58959 -22.43022 -16.10880
H 9.30737 -21.46797 -20.58008
H 15.04602 -20.14866 -16.99499
H 19.16046 -22.42540 -14.96060
H 19.71970 -16.77964 -14.02520
H 15.02001 -18.40755 -16.67458
H 16.93711 -23.59296 -20.40489
H 7.67321 -19.00873 -19.96287
H 12.69432 -19.19233 -17.11752
H 18.77405 -14.79558 -14.97880
H 9.64704 -21.46599 -18.82615
H 18.27723 -13.13768 -15.37936
H 14.02498 -24.04955 -16.53939
H 16.19982 -19.05182 -22.65288
H 14.00830 -19.70292 -22.02211
H 9.84602 -19.38999 -19.73737
H 15.55610 -19.04217 -18.25801
H 12.30943 -20.13362 -19.19736
H 19.10110 -24.59997 -20.91770
H 19.86619 -23.01751 -21.15574
H 16.86708 -20.64260 -22.59878
H 19.53584 -18.46673 -13.48883
H 14.31288 -21.40198 -22.23144
H 13.22278 -18.15507 -18.45394
H 9.79416 -15.89498 -18.45978
H 17.46952 -22.86691 -21.90261
H 9.81758 -17.51684 -17.73215
H 7.59862 -16.76401 -18.83645
H 8.43339 -17.02150 -20.37788
H 18.80476 -17.23636 -12.54132
H 17.92153 -17.69933 -15.42533
H 19.78692 -13.03307 -16.87401
H 10.74896 -23.28576 -20.28248
H 11.83541 -22.43341 -19.25126
H 17.53321 -23.02822 -14.66797
H 17.54910 -15.62743 -16.93583
H 17.17864 -13.95463 -17.45751
H 18.80018 -22.55877 -12.55555
H 19.38031 -23.53353 -19.57472
H 17.14113 -16.67550 -14.26479
H 14.48312 -20.58851 -19.94826
H 15.94776 -24.31140 -18.08276
H 11.74825 -21.98960 -20.98957
H 16.46029 -14.63839 -15.97220
H 17.19431 -19.46914 -14.49621
H 17.28551 -21.66570 -12.66400

no.,energy (eV)
1,-46910.082
2,-56386.412
3,-37968.100